CH4N2S | the ωB97M-V functional and the def2-TZVPD basis

XYZ file:
```
8
Properties=species:S:1:pos:R:3:forces:R:3
C -1.423738 -0.818706 0.272241 -0.69 0.73 0.37
N 1.350310 0.106729 -0.317928 1.67 -3.20 -1.37
N 1.668782 1.283524 -0.163816 -0.92 2.63 1.04
S -2.148826 0.369369 -0.549917 0.46 -0.56 -0.79
H -0.778606 -1.668540 -0.073938 -0.75 1.02 0.25
H -1.707548 -0.646384 1.314539 0.86 -1.19 0.17
H 2.119386 -0.451927 -0.753010 -1.10 -0.18 0.38
H 0.920240 1.825938 0.271831 0.46 0.75 -0.05
```
Positions in Å, forces in eV/Å.

Calculated values
* electronic energy: -14912.02441 eV
* largest force on an atom: 3.86 eV Å⁻¹
* ⟨S²⟩: 2.007
* spin multiplicity: 3
* HOMO-LUMO gap (spin up / spin down): 6.941 / 7.293 eV
* relative energy (zero: lowest compared OMol25 entry of this formula, charge and spin): 67.8 kJ/mol

Atomic partial charges in e from the natural (NBO) method, atoms 1 to 5:
1. C -0.476
2. N -0.372
3. N -0.343
4. S 0.059
5. H 0.214